# C23H36BF2N2ORuS4SbSi

A molecular structure, C23H36BF2N2ORuS4SbSi (ωB97M-V with the def2-TZVPD basis set, OMol25).

Values from the calculation:
E = -3524.87331 a.u.
net charge = -1
relative energy (zero: lowest compared OMol25 entry of this formula, charge and spin) = 1.1927 eV
HOMO (alpha / beta) = -1.53 / -3.55 eV
Kohn-Sham gap (alpha / beta) = 0.12927 / 0.18719 hartree
2S+1 = 6
⟨S²⟩ = 8.79

Each line ends with the Löwdin charge.
Cartesian coordinates (Å):
Ru (1.054, -0.212, -0.731)  0.754
C (0.193, 3.534, 2.394)  -0.149
Si (-0.031, 1.721, 2.824)  0.433
C (-1.790, 1.234, 2.523)  -0.118
C (0.573, 1.368, 4.542)  -0.140
O (0.941, 0.904, 1.710)  -0.037
H (-0.337, 4.164, 3.115)  0.032
H (-0.203, 3.754, 1.399)  0.029
H (1.248, 3.819, 2.411)  0.031
H (-2.428, 1.619, 3.323)  0.049
H (-1.914, 0.148, 2.504)  0.020
H (-2.159, 1.636, 1.576)  0.032
H (-0.021, 1.929, 5.269)  0.040
H (1.620, 1.656, 4.666)  0.041
H (0.464, 0.307, 4.771)  0.003
C (-0.150, 1.577, -1.080)  -0.212
C (-0.847, 0.746, -2.053)  -0.392
C (-1.839, -0.179, -1.646)  -0.064
C (-2.448, -1.015, -2.560)  -0.083
C (-2.093, -0.976, -3.908)  -0.123
C (-1.104, -0.094, -4.325)  -0.115
C (-0.486, 0.751, -3.417)  -0.081
H (-0.704, 1.792, -0.172)  0.031
H (0.386, 2.430, -1.485)  0.036
H (-2.116, -0.232, -0.598)  0.106
H (-3.201, -1.711, -2.213)  0.106
H (-2.578, -1.630, -4.621)  0.097
H (-0.819, -0.054, -5.370)  0.098
H (0.265, 1.457, -3.756)  0.097
S (-1.034, -2.802, 5.580)  0.342
C (-0.872, -2.112, 4.029)  -1.133
S (0.712, -2.023, 3.234)  0.875
C (-0.048, -2.224, 1.679)  -1.070
N (-1.329, -2.299, 1.688)  -0.001
N (-1.829, -2.153, 2.966)  -0.194
C (-3.179, -1.864, 3.072)  -0.253
C (-3.714, -1.365, 4.271)  -0.062
C (-5.055, -1.029, 4.342)  -0.109
C (-5.903, -1.177, 3.250)  -0.138
C (-5.371, -1.673, 2.066)  -0.123
C (-4.032, -2.012, 1.965)  -0.047
S (0.815, -2.359, 0.151)  0.487
H (-3.066, -1.270, 5.130)  0.042
H (-5.442, -0.643, 5.279)  0.093
H (-6.952, -0.916, 3.319)  0.081
H (-6.005, -1.797, 1.194)  0.089
H (-3.632, -2.388, 1.035)  0.086
C (0.554, -3.416, -3.148)  -0.414
S (2.094, -2.555, -2.789)  0.663
C (2.569, -2.148, -4.478)  -0.424
H (0.755, -4.353, -3.666)  0.036
H (-0.105, -2.784, -3.741)  0.016
H (0.076, -3.620, -2.192)  -0.008
H (1.904, -1.400, -4.914)  0.031
H (2.563, -3.043, -5.100)  0.035
H (3.585, -1.758, -4.460)  0.008
C (4.017, 1.294, -3.949)  -0.326
Sb (3.291, 1.227, -1.924)  1.326
C (5.167, 0.784, -0.989)  -0.298
C (3.236, 3.352, -1.670)  -0.307
H (4.924, 1.902, -3.969)  0.006
H (3.273, 1.751, -4.601)  -0.001
H (4.246, 0.296, -4.317)  -0.027
H (5.701, 1.708, -0.765)  0.008
H (5.771, 0.181, -1.667)  0.003
H (4.992, 0.235, -0.068)  -0.005
H (4.209, 3.693, -1.316)  0.008
H (2.480, 3.619, -0.938)  -0.010
H (3.016, 3.831, -2.624)  0.004
F (3.091, -0.089, 1.630)  0.193
B (2.232, 0.899, 1.362)  -1.140
F (2.823, 2.057, 0.951)  0.137

Force components x, y, z for each atom (eV/Å):
Ru -0.1090 -0.1290 -0.7949
C -0.0146 0.0048 0.1844
Si -0.0258 0.2715 -0.1915
C 0.0236 -0.2045 -0.0567
C -0.0513 -0.0196 -0.0120
O 0.0618 -0.3072 0.2086
H 0.0112 0.0009 -0.0442
H 0.0158 -0.0224 -0.0030
H -0.0118 0.0041 -0.0019
H 0.0000 -0.0096 -0.0043
H 0.0534 0.1735 0.0172
H -0.0054 0.0188 0.0096
H 0.0146 0.0121 -0.0312
H 0.0077 -0.0213 -0.0054
H -0.0049 0.0129 0.0413
C -0.2013 -0.1416 0.0548
C -0.0051 0.0736 -0.0154
C -0.0186 0.0508 -0.0284
C -0.0057 -0.0117 0.0124
C -0.0117 -0.0100 0.0077
C 0.0273 0.0537 0.0029
C -0.0261 -0.0332 -0.0297
H -0.0198 0.0724 -0.0411
H -0.0188 0.0474 0.0233
H 0.0065 -0.0160 0.0052
H -0.0055 -0.0007 -0.0197
H 0.0000 -0.0018 0.0109
H -0.0080 -0.0091 -0.0040
H 0.0121 -0.0089 -0.0036
S 0.0028 0.0162 0.0240
C 0.0777 -0.0129 0.0285
S 0.0028 -0.1133 -0.0907
C -0.3486 -0.0071 -0.2480
N 0.0637 0.1770 0.1654
N -0.0417 -0.0765 -0.0659
C -0.0430 -0.0350 -0.0200
C 0.0012 0.0090 0.0001
C 0.0185 -0.0085 0.0072
C 0.0136 -0.0005 0.0100
C 0.0524 -0.0078 -0.0409
C -0.0700 -0.0099 0.0222
S 0.3317 -0.1183 0.4109
H -0.0329 0.0055 0.0011
H -0.0061 -0.0052 -0.0060
H 0.0062 0.0033 0.0061
H -0.0089 0.0021 0.0203
H 0.0260 -0.0057 0.0105
C -0.0550 -0.0216 -0.0062
S -0.0224 0.0523 -0.0141
C 0.0026 0.0197 -0.0926
H 0.0206 0.0125 -0.0152
H 0.0167 0.0129 -0.0006
H 0.0078 0.0004 0.0168
H -0.0079 -0.0012 0.0370
H -0.0112 -0.0105 0.0271
H -0.0191 -0.0043 0.0186
C 0.0572 0.0755 0.0411
Sb -0.0074 -0.1935 0.2082
C 0.0585 0.1082 -0.0860
C 0.0305 0.0052 -0.0918
H -0.0162 -0.0216 -0.0153
H -0.0252 -0.0392 0.0237
H 0.0026 0.0275 0.0151
H -0.0120 -0.0052 -0.0102
H -0.0227 -0.0291 0.0163
H -0.0199 -0.0081 0.0046
H -0.0082 -0.0105 -0.0064
H -0.0176 -0.0089 0.0099
H -0.0182 -0.0210 0.0114
F -0.0059 -0.0228 -0.0221
B 0.2208 0.4977 0.3394
F 0.1156 -0.0771 0.0650